One molecule with the formula C26H30N2O6. Source: the Open Molecules 2025 dataset; level of theory: ωB97M-V with the def2-TZVPD basis set.

As for the SMILES: CCC[C@]1(C(=O)OCC)N[C@H](c2ccc(OC)cc2OC)[C@H]2C(=O)N(c3ccccc3)C(=O)[C@H]21. The spin multiplicity is 1. The orbital gap comes out at 8.72 eV. The energy above the lowest of the compared OMol25 structures with the same formula, charge and spin comes out at 0.0 kJ/mol.

Geometry as XYZ:
```
64
C26H30N2O6 ωB97M-V with the def2-TZVPD basis set
C 0.608 5.688 0.297
C 0.520 4.280 -0.279
C 0.547 3.230 0.831
C 0.501 1.796 0.295
C 1.771 1.530 -0.534
O 2.875 1.901 -0.230
O 1.500 0.810 -1.618
C 2.604 0.402 -2.433
C 2.177 -0.806 -3.246
N -0.722 1.526 -0.431
C -1.088 0.118 -0.347
C -2.559 -0.036 -0.036
C -3.340 1.030 0.374
C -4.680 0.866 0.659
C -5.267 -0.391 0.538
O -6.595 -0.460 0.837
C -7.253 -1.698 0.730
C -4.497 -1.476 0.134
C -3.146 -1.302 -0.149
O -2.311 -2.306 -0.534
C -2.825 -3.602 -0.711
C -0.212 -0.444 0.791
C 0.957 -1.291 0.324
O 0.951 -2.171 -0.494
N 2.077 -0.873 1.032
C 3.348 -1.496 0.924
C 4.490 -0.712 0.825
C 5.725 -1.325 0.710
C 5.822 -2.706 0.686
C 4.678 -3.481 0.781
C 3.438 -2.882 0.906
C 1.844 0.256 1.812
O 2.600 0.712 2.621
C 0.462 0.752 1.445
H 0.585 6.428 -0.500
H -0.227 5.878 0.968
H 1.533 5.812 0.855
H -0.405 4.179 -0.850
H 1.360 4.114 -0.956
H -0.310 3.380 1.489
H 1.463 3.340 1.415
H 2.886 1.243 -3.076
H 3.452 0.166 -1.781
H 3.016 -1.159 -3.838
H 1.848 -1.601 -2.581
H 1.357 -0.543 -3.909
H -0.683 1.852 -1.387
H -0.868 -0.440 -1.268
H -2.877 1.999 0.458
H -5.293 1.694 0.976
H -8.288 -1.507 1.008
H -7.222 -2.084 -0.295
H -6.828 -2.441 1.413
H -4.942 -2.452 0.040
H -1.976 -4.206 -1.029
H -3.600 -3.629 -1.483
H -3.227 -4.009 0.224
H -0.804 -1.042 1.486
H 4.408 0.363 0.837
H 6.614 -0.718 0.635
H 6.789 -3.179 0.593
H 4.750 -4.558 0.764
H 2.545 -3.481 0.981
H -0.063 1.166 2.305
```

***

One molecule with the formula C26H30N2O7S at a distorted geometry. Source: the Open Molecules 2025 dataset; level of theory: ωB97M-V with the def2-TZVPD basis set.

As for the SMILES: COCCCN1C(=O)C(=O)/C(=C(/O)c2ccc(S(=O)(=O)N3CCOCC3)cc2)[C@H]1c1ccc(C)cc1. The spin multiplicity is 1. The orbital gap comes out at 8.40 eV. The energy above the lowest of the compared OMol25 structures with the same formula, charge and spin comes out at 33.6 kJ/mol.

Geometry as XYZ:
```
66
C26H30N2O7S ωB97M-V with the def2-TZVPD basis set
C -1.781 -4.101 0.984
O -2.761 -3.113 1.177
C -4.055 -3.529 0.782
C -4.973 -2.308 0.753
C -4.759 -1.470 -0.514
N -3.370 -1.179 -0.754
C -2.619 -1.884 -1.628
O -3.027 -2.736 -2.387
C -1.177 -1.408 -1.464
O -0.235 -1.808 -2.111
C -1.209 -0.407 -0.405
C -0.184 0.370 0.019
O -0.348 1.398 0.872
C 1.216 0.205 -0.407
C 1.833 -1.044 -0.411
C 3.160 -1.153 -0.788
C 3.863 -0.019 -1.148
S 5.606 -0.150 -1.568
O 5.953 0.973 -2.385
O 5.863 -1.479 -2.033
N 6.453 0.023 -0.149
C 6.546 1.329 0.457
C 5.531 1.482 1.596
O 5.657 0.431 2.530
C 5.451 -0.827 1.924
C 6.463 -1.067 0.797
C 3.264 1.226 -1.151
C 1.939 1.340 -0.772
C -2.636 -0.252 0.078
C -3.167 1.156 -0.086
C -3.176 1.747 -1.345
C -3.660 3.029 -1.509
C -4.144 3.756 -0.425
C -4.653 5.151 -0.620
C -4.135 3.162 0.829
C -3.653 1.875 0.999
H -1.685 -4.360 -0.077
H -0.843 -3.682 1.343
H -2.016 -5.009 1.551
H -4.016 -3.993 -0.212
H -4.434 -4.276 1.497
H -6.012 -2.634 0.781
H -4.776 -1.710 1.644
H -5.317 -0.531 -0.444
H -5.105 -2.032 -1.386
H -1.287 1.551 1.062
H 1.280 -1.919 -0.115
H 3.658 -2.110 -0.821
H 6.383 2.065 -0.330
H 7.559 1.448 0.858
H 5.713 2.402 2.153
H 4.507 1.497 1.191
H 5.576 -1.565 2.717
H 4.425 -0.885 1.529
H 6.242 -1.979 0.245
H 7.470 -1.138 1.225
H 3.840 2.083 -1.462
H 1.453 2.304 -0.766
H -2.718 -0.567 1.129
H -2.806 1.191 -2.194
H -3.664 3.477 -2.492
H -5.135 5.520 0.281
H -5.366 5.186 -1.441
H -3.828 5.818 -0.869
H -4.511 3.705 1.683
H -3.665 1.424 1.983
```

***

One molecule with the formula C26H30N6O5S at a distorted geometry. Source: the Open Molecules 2025 dataset; level of theory: ωB97M-V with the def2-TZVPD basis set.

As for the SMILES: CCOc1cc(/C=N/NC(=O)c2ccc(CSc3nncn3C)cc2)ccc1OCC(=O)N1CCOCC1. The spin multiplicity is 1. The orbital gap comes out at 8.21 eV. The energy above the lowest of the compared OMol25 structures with the same formula, charge and spin comes out at 309.9 kJ/mol.

Geometry as XYZ:
```
68
C26H30N6O5S ωB97M-V with the def2-TZVPD basis set
C -1.434 -1.228 -1.197
C -0.841 -1.363 0.202
O -1.547 -0.599 1.169
C -1.373 0.743 1.224
C -0.487 1.487 0.472
C -0.421 2.881 0.618
C 0.466 3.672 -0.201
N 1.169 3.155 -1.130
N 1.946 3.946 -1.881
C 2.776 3.525 -2.885
O 3.493 4.339 -3.436
C 2.776 2.081 -3.228
C 3.975 1.541 -3.690
C 4.062 0.201 -4.004
C 2.949 -0.623 -3.874
C 3.066 -2.091 -4.121
S 4.302 -2.829 -2.986
C 3.662 -2.248 -1.483
N 2.444 -1.838 -1.250
N 2.396 -1.435 0.029
C 3.569 -1.612 0.556
N 4.432 -2.129 -0.360
C 5.811 -2.488 -0.206
C 1.744 -0.075 -3.455
C 1.652 1.267 -3.140
C -1.243 3.512 1.544
C -2.129 2.776 2.313
C -2.205 1.403 2.165
O -3.043 0.582 2.856
C -3.963 1.145 3.763
C -4.748 0.004 4.419
O -4.784 -0.103 5.630
N -5.408 -0.835 3.597
C -5.409 -0.840 2.151
C -4.608 -2.052 1.657
O -5.139 -3.251 2.178
C -5.140 -3.242 3.588
C -5.958 -2.066 4.134
H -1.364 -0.203 -1.551
H -2.481 -1.525 -1.195
H -0.882 -1.875 -1.873
H -0.954 -2.394 0.549
H 0.224 -1.113 0.200
H 0.180 1.023 -0.235
H 0.489 4.752 -0.003
H 1.990 4.950 -1.676
H 4.834 2.189 -3.784
H 5.002 -0.219 -4.336
H 2.122 -2.606 -3.953
H 3.450 -2.317 -5.116
H 3.833 -1.386 1.568
H 6.227 -1.961 0.650
H 6.357 -2.214 -1.110
H 5.911 -3.565 -0.053
H 0.876 -0.708 -3.360
H 0.710 1.678 -2.818
H -1.201 4.584 1.664
H -2.757 3.285 3.027
H -3.450 1.682 4.570
H -4.654 1.836 3.257
H -4.983 0.072 1.745
H -6.450 -0.934 1.818
H -4.674 -2.139 0.572
H -3.558 -1.926 1.953
H -5.573 -4.193 3.899
H -4.109 -3.166 3.965
H -5.902 -2.023 5.222
H -7.002 -2.158 3.817
```

***

C26H30O8 as an isolated structure at a distorted geometry. Source: the Open Molecules 2025 dataset; level of theory: ωB97M-V with the def2-TZVPD basis set.

The spin multiplicity is 1. The orbital gap comes out at 8.07 eV. The energy above the lowest of the compared OMol25 structures with the same formula, charge and spin comes out at 2083.2 kJ/mol.

Geometry as XYZ:
```
64
C26H30O8 ωB97M-V with the def2-TZVPD basis set
C 4.661 -5.163 4.208
C 4.016 -5.153 2.687
C 2.422 -4.846 2.724
C 1.947 -4.958 1.338
H 2.216 -6.028 0.759
H 2.539 -4.264 0.807
C 0.623 -4.662 1.566
C 0.095 -3.321 1.629
O 0.890 -2.437 1.492
C -1.249 -2.957 2.167
C -1.892 -1.628 2.072
C -2.365 -0.974 2.986
C -2.545 0.454 2.607
C -2.563 1.103 1.572
C -1.916 0.260 0.403
C -1.455 -0.986 0.823
C -0.914 -1.776 -0.459
O -1.359 -2.967 -0.511
O -0.341 -1.314 -1.400
C 0.326 -0.066 -1.234
C 1.633 -0.092 -1.841
C 2.224 1.219 -1.731
C 1.426 2.435 -1.556
C 0.177 2.357 -1.068
C -0.625 0.914 -1.241
O -1.779 1.023 -0.754
C -0.556 3.534 -1.171
H -0.456 4.229 -0.393
H -1.604 3.183 -0.586
C -0.921 4.291 -2.419
C -1.745 3.311 -3.513
C -3.035 2.755 -3.255
C -4.075 4.018 -2.956
H -3.917 4.618 -3.886
H -3.729 4.552 -2.091
H -5.229 3.624 -2.769
H -3.432 2.141 -4.129
H -2.956 2.373 -2.044
H -1.023 2.455 -3.644
H -1.741 3.851 -4.260
H -1.494 5.258 -2.202
H 0.010 4.581 -2.559
C 2.336 3.614 -1.645
O 3.492 3.780 -2.274
O 1.710 4.587 -1.019
H 2.391 5.598 -1.223
O 3.603 1.343 -2.417
H 3.922 2.318 -2.575
H 2.081 -0.934 -2.085
H -2.807 2.005 1.484
O -3.318 1.226 3.704
H -3.385 0.713 4.518
H -2.525 -1.168 3.810
H -1.212 -3.092 3.297
H -1.885 -3.520 1.716
H -0.053 -4.733 0.628
H -0.028 -5.372 2.092
H 2.065 -5.721 3.521
H 2.312 -3.936 3.261
H 4.244 -5.986 2.485
H 4.586 -4.543 2.010
H 4.550 -4.177 4.660
H 4.133 -5.979 4.736
H 5.804 -5.548 4.275
```

***

Q: Look up the orbital gap of the fourth one.
A: 8.07 eV

***

Q: Which formula does entry 2 have?
A: C26H30N2O7S